Record 1
This record from OMol25 describes a structure of composition C63H89BaN3O3Si. The level of theory is ωB97M-V/def2-TZVPD.

Last column: Mulliken charge in e.
Element x y z (Å)
Ba1 0.37 -0.85 0.64  -0.076
C1 6.01 2.58 -4.39  -1.764
C2 5.61 3.47 -3.19  2.332
C3 6.80 3.54 -2.22  -1.636
C4 5.35 4.88 -3.72  -2.251
C5 4.40 2.87 -2.48  -0.673
C6 4.46 1.59 -1.94  -0.347
C7 3.40 1.01 -1.27  0.421
C8 3.66 -0.33 -0.59  -0.212
N1 2.71 -1.44 -0.85  1.285
C9 2.50 -1.68 -2.27  -1.786
C10 1.08 -1.40 -2.79  -0.319
N2 0.04 -2.20 -2.16  2.110
C11 0.26 -3.63 -2.23  -1.605
C12 0.04 -4.33 -0.89  -0.942
N3 0.87 -3.79 0.18  1.822
C13 2.31 -3.88 -0.11  -2.023
C14 3.13 -2.58 -0.02  -0.152
C15 0.53 -4.45 1.46  -1.716
C16 -0.86 -4.24 2.01  0.523
C17 -1.82 -5.23 1.91  -0.135
C18 -3.06 -5.11 2.54  -0.376
C19 -3.25 -3.97 3.33  -0.227
C20 -2.32 -2.95 3.50  -0.938
C21 -1.10 -3.04 2.75  0.731
O1 -0.20 -2.13 2.73  -1.189
C22 -2.66 -1.82 4.48  3.008
C23 -2.83 -2.44 5.88  -1.935
C24 -3.98 -1.15 4.06  -1.958
C25 -1.61 -0.71 4.60  -2.343
C26 -4.18 -6.14 2.42  2.200
C27 -5.44 -5.47 1.86  -1.660
C28 -4.50 -6.74 3.80  -1.737
C29 -3.80 -7.29 1.48  -2.156
C30 -1.31 -1.92 -2.70  -1.942
C31 -1.94 -0.55 -2.63  0.631
C32 -2.24 0.11 -3.82  -0.327
C33 -3.07 1.22 -3.86  -0.393
C34 -3.68 1.58 -2.65  -0.540
C35 -3.43 0.97 -1.44  -0.601
C36 -2.43 -0.05 -1.40  0.383
O2 -2.01 -0.55 -0.28  -0.639
C37 -4.15 1.38 -0.15  2.894
C38 -4.81 0.14 0.47  -1.694
C39 -5.25 2.41 -0.42  -2.585
C40 -3.16 2.00 0.85  -1.441
C41 -3.39 1.98 -5.14  2.254
C42 -4.85 1.72 -5.55  -1.767
C43 -2.49 1.55 -6.30  -2.139
C44 -3.19 3.48 -4.93  -1.552
C45 2.17 1.72 -1.11  -0.763
O3 1.19 1.17 -0.49  0.637
C46 2.10 3.04 -1.64  -0.381
C47 3.20 3.57 -2.31  -0.425
C48 0.79 3.83 -1.50  3.534
C49 0.89 5.23 -2.11  -2.744
C50 -0.34 3.08 -2.22  -1.563
C51 0.44 4.01 -0.01  -2.041
H1 6.89 2.99 -4.89  0.448
H2 5.19 2.53 -5.11  0.360
H3 6.23 1.57 -4.06  0.313
H4 7.68 3.97 -2.71  0.454
H5 7.07 2.55 -1.85  0.318
H6 6.54 4.16 -1.35  0.342
H7 6.25 5.26 -4.21  0.442
H8 5.09 5.56 -2.91  0.364
H9 4.53 4.89 -4.44  0.391
H10 5.38 1.02 -2.03  0.355
H11 3.71 -0.18 0.49  -0.880
H12 4.65 -0.65 -0.94  0.336
H13 2.82 -2.70 -2.52  0.722
H14 3.17 -1.02 -2.84  0.553
H15 1.10 -1.55 -3.89  0.360
H16 0.84 -0.35 -2.60  -0.276
H17 1.27 -3.84 -2.59  0.518
H18 -0.41 -4.10 -2.97  0.460
H19 0.21 -5.41 -1.03  0.188
H20 -1.00 -4.20 -0.59  0.344
H21 2.46 -4.33 -1.09  0.354
H22 2.78 -4.57 0.60  0.639
H23 4.17 -2.86 -0.28  0.304
H24 3.13 -2.25 1.02  0.040
H25 1.24 -4.08 2.20  0.660
H26 0.69 -5.54 1.35  0.326
H27 -1.58 -6.12 1.33  0.312
H28 -4.19 -3.89 3.86  0.223
H29 -3.62 -3.20 5.89  0.287
H30 -3.10 -1.66 6.60  0.467
H31 -1.90 -2.91 6.20  0.397
H32 -4.82 -1.85 4.07  0.325
H33 -3.89 -0.74 3.06  0.185
H34 -4.21 -0.33 4.75  0.519
H35 -0.63 -1.09 4.87  0.427
H36 -1.94 -0.01 5.37  0.555
H37 -1.48 -0.17 3.67  0.205
H38 -5.78 -4.67 2.50  0.299
H39 -6.25 -6.20 1.76  0.463
H40 -5.24 -5.04 0.87  0.345
H41 -4.79 -5.96 4.50  0.301
H42 -3.62 -7.24 4.21  0.348
H43 -5.31 -7.46 3.73  0.463
H44 -3.56 -6.93 0.48  0.370
H45 -4.64 -7.99 1.40  0.439
H46 -2.94 -7.84 1.86  0.367
H47 -1.98 -2.60 -2.17  0.388
H48 -1.31 -2.22 -3.76  0.314
H49 -1.82 -0.29 -4.74  0.317
H50 -4.40 2.40 -2.68  0.417
H51 -5.51 -0.31 -0.24  0.274
H52 -5.37 0.42 1.37  0.513
H53 -4.06 -0.60 0.73  0.099
H54 -5.98 2.04 -1.14  0.404
H55 -4.84 3.35 -0.78  0.380
H56 -5.78 2.61 0.52  0.479
H57 -2.37 1.30 1.09  0.115
H58 -3.68 2.27 1.77  0.546
H59 -2.71 2.90 0.43  0.088
H60 -5.02 0.66 -5.72  0.355
H61 -5.11 2.27 -6.46  0.472
H62 -5.54 2.04 -4.76  0.290
H63 -2.68 0.52 -6.60  0.358
H64 -1.44 1.64 -6.03  0.393
H65 -2.68 2.18 -7.17  0.441
H66 -3.84 3.87 -4.15  0.296
H67 -3.42 4.03 -5.85  0.495
H68 -2.16 3.69 -4.64  0.243
H69 3.12 4.56 -2.71  0.643
H70 1.06 5.19 -3.19  0.435
H71 1.68 5.82 -1.65  0.450
H72 -0.06 5.75 -1.95  0.476
H73 -0.11 2.98 -3.28  0.383
H74 -1.29 3.63 -2.12  0.646
H75 -0.49 2.09 -1.80  -0.390
H76 1.21 4.59 0.50  0.368
H77 0.35 3.05 0.49  0.039
H78 -0.51 4.55 0.08  0.549
C52 1.66 5.11 5.21  -0.413
C53 1.42 3.98 5.99  -0.496
C54 1.65 2.71 5.47  -0.402
C55 2.11 2.51 4.17  -0.057
C56 2.31 3.67 3.40  0.291
C57 2.10 4.94 3.91  -0.655
Si1 2.29 0.75 3.43  1.341
C58 4.17 0.60 3.00  -0.305
C59 4.81 -0.62 3.27  0.010
C60 6.10 -0.90 2.83  -0.604
C61 6.80 0.04 2.08  -0.527
C62 6.19 1.25 1.80  -0.543
C63 4.90 1.52 2.25  0.087
H79 1.48 6.10 5.61  0.330
H80 1.07 4.09 7.01  0.360
H81 1.48 1.85 6.10  0.282
H82 2.60 3.57 2.36  -0.176
H83 2.27 5.81 3.28  0.369
H84 2.34 -0.02 4.74  -0.517
H85 4.28 -1.37 3.85  0.350
H86 6.55 -1.86 3.06  0.356
H87 7.80 -0.17 1.72  0.344
H88 6.71 2.00 1.21  0.431
H89 4.45 2.47 1.97  0.067

Properties
Total charge: -2
Lowest unoccupied orbital energy in hartree: 0.132
Max |F| in Eh/bohr: 0.0101

Record 2
This record from OMol25 describes a cluster of 11 separate species, C64H118N4O25 in total at a distorted geometry. The level of theory is ωB97M-V/def2-TZVPD.

Last column: Mulliken charge in e.
Element x y z (Å)
C1 4.40 2.17 7.00  -1.918
C2 4.88 1.16 5.96  1.743
C3 6.41 1.03 5.99  -2.010
C4 4.34 -0.24 6.34  -1.614
C5 3.12 -0.73 5.57  -0.649
C6 3.10 -0.32 4.11  -0.200
C7 3.39 1.15 3.84  1.942
C8 3.73 1.28 2.34  -2.317
C9 2.19 2.09 4.07  -1.896
N1 4.53 1.57 4.62  0.899
O1 5.07 2.82 4.27  -0.522
H1 4.92 2.11 7.97  0.496
H2 4.42 3.22 6.70  0.285
H3 3.38 1.96 7.37  0.383
H4 6.81 0.53 6.88  0.443
H5 6.72 0.45 5.12  0.436
H6 6.96 1.97 5.89  0.368
H7 5.14 -0.98 6.40  0.354
H8 3.96 -0.19 7.36  0.462
H9 2.97 -1.81 5.54  0.516
H10 2.23 -0.27 6.02  0.290
H11 2.11 -0.44 3.66  -0.187
H12 3.74 -0.93 3.46  0.067
H13 3.96 2.30 2.01  0.446
H14 3.09 0.77 1.63  0.144
H15 4.75 0.87 2.27  0.579
H16 2.52 3.12 4.08  0.441
H17 1.71 1.85 5.03  0.333
H18 1.39 1.91 3.35  0.303
H19 5.71 2.64 3.57  0.320
C10 -2.41 7.61 -0.62  -1.816
C11 -2.72 6.25 -1.28  1.529
C12 -2.06 6.28 -2.66  -1.948
C13 -2.11 5.08 -0.51  -0.415
C14 -2.96 4.70 0.68  -0.491
C15 -4.39 4.43 0.30  -0.166
C16 -5.04 5.61 -0.41  2.150
C17 -6.34 5.09 -1.06  -2.303
C18 -5.44 6.68 0.61  -2.014
N2 -4.14 6.00 -1.50  0.907
O2 -4.71 6.98 -2.35  -0.565
H20 -2.56 7.53 0.47  0.321
H21 -1.46 8.10 -0.76  0.437
H22 -3.23 8.25 -0.95  0.374
H23 -2.23 7.19 -3.22  0.470
H24 -0.97 6.18 -2.54  0.347
H25 -2.32 5.38 -3.24  0.308
H26 -2.01 4.25 -1.23  -0.085
H27 -1.10 5.24 -0.11  0.421
H28 -2.63 3.86 1.30  -0.175
H29 -2.83 5.47 1.46  0.648
H30 -4.91 4.24 1.24  -0.190
H31 -4.48 3.51 -0.28  -0.489
H32 -7.04 4.87 -0.25  0.471
H33 -6.17 4.27 -1.75  0.292
H34 -6.87 5.85 -1.64  0.540
H35 -5.44 7.68 0.15  0.364
H36 -4.70 6.82 1.40  0.309
H37 -6.44 6.54 1.01  0.438
H38 -5.06 6.51 -3.11  0.313
C19 -1.33 -6.04 0.77  -1.739
C20 -1.02 -5.51 2.16  2.047
C21 0.26 -6.17 2.68  -1.938
C22 -0.72 -4.01 1.94  0.885
C23 -0.63 -3.17 3.19  0.180
C24 -1.90 -3.25 4.03  -0.803
C25 -2.30 -4.72 4.25  1.529
C26 -1.43 -5.24 5.43  -1.920
C27 -3.74 -4.78 4.75  -1.568
N3 -2.18 -5.56 3.05  0.490
O3 -2.51 -6.90 3.34  -0.532
H39 -0.49 -5.75 0.11  0.239
H40 -1.33 -7.12 0.67  0.470
H41 -2.16 -5.56 0.24  0.212
H42 0.97 -6.35 1.86  0.395
H43 0.83 -5.60 3.41  0.293
H44 0.07 -7.19 3.02  0.502
H45 0.26 -3.89 1.47  -0.798
H46 -1.49 -3.62 1.26  -0.475
H47 0.23 -3.37 3.83  0.407
H48 -0.46 -2.14 2.85  -0.413
H49 -2.71 -2.71 3.53  -0.573
H50 -1.74 -2.79 4.99  0.679
H51 -1.72 -6.27 5.65  0.490
H52 -1.53 -4.69 6.36  0.465
H53 -0.37 -5.23 5.14  0.296
H54 -4.13 -5.75 5.02  0.377
H55 -4.38 -4.36 3.96  0.163
H56 -3.86 -4.13 5.62  0.365
H57 -1.82 -7.20 3.95  0.381
C28 7.89 -0.37 -4.59  -1.905
C29 6.55 -0.72 -5.24  1.574
C30 6.42 0.19 -6.48  -1.841
C31 6.47 -2.19 -5.61  -1.363
C32 5.09 -2.66 -5.99  -0.967
C33 4.09 -2.49 -4.86  -0.075
C34 4.16 -1.04 -4.33  1.725
C35 3.15 -0.09 -5.03  -0.615
C36 3.69 -1.12 -2.83  -2.237
N4 5.48 -0.46 -4.28  0.598
O4 5.49 0.85 -3.76  -0.333
H58 7.96 -0.61 -3.53  0.372
H59 8.73 -0.92 -5.04  0.422
H60 8.23 0.63 -4.85  0.385
H61 5.46 0.04 -6.98  0.362
H62 6.36 1.22 -6.11  0.400
H63 7.26 0.16 -7.17  0.398
H64 7.28 -2.44 -6.30  0.535
H65 6.91 -2.82 -4.81  0.400
H66 4.71 -2.15 -6.88  0.311
H67 5.16 -3.70 -6.34  0.490
H68 4.26 -3.18 -4.03  0.411
H69 3.10 -2.67 -5.27  -0.459
H70 2.37 -0.64 -5.57  -0.080
H71 3.64 0.59 -5.73  0.447
H72 2.56 0.53 -4.35  -0.381
H73 3.32 -0.15 -2.54  0.226
H74 4.60 -1.33 -2.27  0.508
H75 2.88 -1.83 -2.70  0.268
H76 6.05 0.74 -2.98  0.328
C37 -2.18 -2.01 -4.03  -1.058
C38 -1.48 -2.77 -5.13  0.478
C39 -0.04 -2.45 -5.51  0.022
O5 0.69 -3.61 -5.17  -0.295
C40 -0.17 -4.63 -4.89  0.557
O6 0.19 -5.72 -4.65  -0.542
O7 -1.42 -4.16 -4.75  -0.429
H77 -2.07 -2.48 -3.06  -0.053
H78 -3.26 -2.07 -4.22  0.434
H79 -1.98 -0.94 -4.05  0.357
H80 -2.05 -2.68 -6.06  0.352
H81 0.29 -1.60 -4.88  -0.172
H82 0.14 -2.04 -6.51  0.357
C41 -6.36 -1.51 1.81  -1.477
C42 -5.17 -2.48 1.67  1.157
C43 -5.44 -3.71 0.82  -0.544
O8 -4.85 -3.32 -0.45  -0.431
C44 -3.89 -2.42 -0.19  -0.514
O9 -2.95 -2.22 -0.86  -0.217
O10 -4.13 -1.78 0.98  0.668
H83 -7.25 -2.02 2.18  0.429
H84 -6.58 -1.01 0.86  0.320
H85 -6.02 -0.75 2.51  0.202
H86 -5.01 -2.72 2.72  -0.354
H87 -6.50 -3.87 0.65  0.403
H88 -4.97 -4.64 1.15  0.214
C45 3.79 4.22 -3.89  -1.333
C46 2.39 4.60 -3.47  0.167
C47 1.42 3.43 -3.53  0.583
O11 0.75 3.44 -2.26  0.273
C48 1.55 4.06 -1.38  0.410
O12 1.48 3.97 -0.20  -0.542
O13 2.43 4.84 -2.02  -0.426
H89 4.15 3.40 -3.27  0.183
H90 4.51 5.03 -3.75  0.423
H91 3.80 3.93 -4.94  0.360
H92 2.10 5.58 -3.85  0.344
H93 1.98 2.51 -3.68  -0.706
H94 0.64 3.57 -4.27  0.399
C49 2.63 -4.52 -0.77  -0.760
C50 3.32 -4.07 0.48  1.207
C51 4.68 -4.67 0.94  -0.537
O14 5.55 -3.59 0.87  -0.402
C52 4.87 -2.40 0.89  0.240
O15 5.37 -1.35 1.08  -0.487
O16 3.59 -2.66 0.50  0.202
H95 2.82 -5.58 -0.98  0.474
H96 2.97 -4.03 -1.69  -0.053
H97 1.55 -4.37 -0.74  -0.045
H98 2.55 -4.19 1.25  -0.411
H99 4.92 -5.47 0.23  0.397
H100 4.53 -5.20 1.88  0.313
C53 1.17 0.22 -1.09  0.584
C54 -0.07 -0.58 -0.82  -0.262
C55 -0.59 -0.54 0.63  1.802
O17 -1.39 0.65 0.64  -0.318
C56 -1.79 0.93 -0.61  -0.021
O18 -2.66 1.68 -0.89  -0.581
O19 -1.17 0.13 -1.45  -0.022
H101 2.05 -0.20 -0.60  -0.070
H102 1.07 1.25 -0.75  -0.170
H103 1.26 0.23 -2.18  -0.282
H104 -0.09 -1.55 -1.31  0.555
H105 0.14 -0.61 1.42  -0.401
H106 -1.26 -1.38 0.82  -1.180
C57 -5.01 2.60 3.49  -1.673
C58 -3.62 2.00 3.50  2.171
C59 -2.61 2.77 4.38  -0.439
O20 -2.17 1.83 5.36  -0.367
C60 -2.78 0.65 5.19  0.478
O21 -2.54 -0.33 5.80  -0.535
O22 -3.72 0.74 4.24  -0.449
H107 -5.44 2.56 4.49  0.444
H108 -5.66 2.14 2.75  0.297
H109 -4.78 3.64 3.24  0.523
H110 -3.13 1.72 2.57  -0.756
H111 -2.95 3.68 4.88  0.329
H112 -1.73 3.04 3.79  0.262
C61 -6.17 0.40 -1.80  -1.235
C62 -5.91 1.25 -2.99  0.879
C63 -4.43 1.42 -3.30  1.331
O23 -4.44 1.62 -4.72  -0.421
C64 -5.45 0.84 -5.19  0.511
O24 -5.57 0.49 -6.31  -0.551
O25 -6.35 0.59 -4.21  -0.454
H113 -7.22 0.10 -1.67  0.481
H114 -5.85 0.78 -0.82  0.203
H115 -5.64 -0.55 -1.81  0.192
H116 -6.34 2.25 -3.01  0.018
H117 -3.75 0.62 -3.00  -0.442
H118 -4.07 2.31 -2.78  -0.492

Properties
Lowest unoccupied orbital energy in hartree: 0.009
Structure (SMILES): CC1(C)CCCC(C)(C)N1O.CC1(C)CCCC(C)(C)N1O.CC1(C)CCCC(C)(C)N1O.CC1(C)CCCC(C)(C)N1O.C[C@H]1COC(=O)O1.C[C@H]1COC(=O)O1.C[C@H]1COC(=O)O1.C[C@H]1COC(=O)O1.C[C@H]1COC(=O)O1.C[C@H]1COC(=O)O1.C[C@H]1COC(=O)O1
Max |F| in Eh/bohr: 0.0512